15
Properties=species:S:1:pos:R:3:lowdin_charge:R:1 method="wB97M-V/def2-TZVPD" e_lumo_ev=0.882 multiplicity=1 de_lowest_kcal_mol=100.0 e_homo_ev=-8.32
O -2.3637 0.9918 -1.5062 -0.071
C -1.7943 0.0979 -0.5417 -0.241
N -0.4039 0.4309 -0.0820 -0.116
C 0.0273 -0.3038 1.1777 -0.052
C 1.4534 -0.6379 0.4118 -0.332
O 2.5437 -0.0158 1.0401 -0.026
N 0.8288 -0.0142 -0.7812 0.018
H -1.7587 1.2515 -2.2291 0.091
H -2.3600 0.0807 0.3294 0.092
H -1.8396 -0.9319 -1.0236 0.132
H -0.3299 -1.2156 1.4658 0.069
H 0.3135 0.3615 1.9818 0.102
H 1.6900 -1.7064 0.3511 0.132
H 2.6699 0.8747 0.6922 0.093
H 1.3236 0.7365 -1.2861 0.111



14
Properties=species:S:1:pos:R:3:lowdin_charge:R:1 method="wB97M-V/def2-TZVPD" e_lumo_ev=0.259 multiplicity=1 de_lowest_kcal_mol=70.5 e_homo_ev=-8.33
N 2.3310 -0.0299 0.3038 0.013
C 1.2982 -0.1308 -0.7040 -0.206
C -0.1238 -0.0689 -0.2333 -0.235
C -1.2541 0.3860 -0.8149 -0.033
C -2.3350 0.2157 0.1164 -0.855
S -3.9345 0.5429 0.0334 0.652
O -1.7943 -0.3537 1.2421 -0.054
N -0.4510 -0.6211 0.9931 0.064
H 2.2837 0.8249 0.8364 0.075
H 2.3776 -0.8177 0.9174 0.064
H 1.4504 0.6210 -1.4650 0.119
H 1.4177 -1.0838 -1.2382 0.133
H -1.3699 0.8490 -1.7745 0.116
H 0.1042 -0.3337 1.7871 0.148



8
Properties=species:S:1:pos:R:3:lowdin_charge:R:1 method="wB97M-V/def2-TZVPD" e_lumo_ev=0.308 multiplicity=1 de_lowest_kcal_mol=38.6 e_homo_ev=-9.56
C 0.0648 -0.4200 0.8530 -0.932
Si -0.0704 0.5490 -0.7224 0.480
I 0.6522 -2.4230 0.4999 0.684
H 0.6783 -0.1496 1.7090 -0.023
H -1.0822 -0.5140 1.2725 0.054
H -0.7508 1.9127 -0.5197 -0.070
H 1.3320 0.6462 -1.2213 -0.068
H -0.8239 0.3987 -1.8709 -0.126



15
Properties=species:S:1:pos:R:3:lowdin_charge:R:1 method="wB97M-V/def2-TZVPD" e_lumo_ev="-2.308 / -3.113" multiplicity=1 de_lowest_kcal_mol=111.3 e_homo_ev="-9.94 / -9.37"
C 0.7003 0.6654 -0.5459 -0.301
C 1.5662 -0.3369 -0.8265 -0.663
C -0.7563 0.4727 -0.5149 -0.192
C -1.3184 -2.3534 0.5479 -0.464
N 1.3429 1.9471 0.0047 -0.349
O 2.5294 2.0526 -0.1558 0.022
O 0.5182 2.6398 0.5449 0.112
O -2.6256 -0.2006 1.3226 -0.344
O -0.2084 -0.2071 1.9723 -0.352
S -1.2642 -0.5817 0.9870 0.572
Cl 3.2181 -0.3661 -0.8570 0.811
Br 0.4898 -2.4308 -0.2407 0.922
H -1.2789 1.4364 -0.4643 0.118
H -1.0231 -0.0705 -1.4222 0.102
H -1.8900 -2.6670 -0.3519 0.006



145
Properties=species:S:1:pos:R:3:lowdin_charge:R:1 method="wB97M-V/def2-TZVPD" e_lumo_ev=-2.996 multiplicity=1 e_homo_ev=-12.12 total_charge=+1
C 4.3703 -4.4050 -1.6966 -0.112
C 4.1694 -4.3765 -3.2289 -0.243
C 3.8108 -2.9773 -3.7826 -0.217
C 4.8352 -2.4461 -4.7951 -0.214
C 4.4913 -1.0589 -5.3510 -0.212
C 4.6163 0.0155 -4.2701 -0.233
C 4.2222 1.4298 -4.7092 -0.187
C 4.0302 2.4046 -3.5174 -0.191
C 5.3407 2.6417 -2.7561 -0.215
C 5.2532 3.3262 -1.3743 -0.189
C 4.0272 3.0616 -0.5072 -0.184
N 3.5965 1.6446 -0.4452 -0.393
S 4.6987 0.3534 -0.5678 0.938
C 2.3000 1.3846 -0.2716 -0.366
N 1.3448 2.3062 -0.0171 0.246
C 0.2174 1.6084 0.1261 -0.194
C -1.0964 2.2555 0.4873 -0.042
O -1.1567 2.5090 1.8824 0.085
C -1.3318 1.4942 2.7449 -0.739
F -1.5916 2.0000 3.9151 0.233
F -0.2288 0.7320 2.8266 0.166
F -2.3297 0.6695 2.4102 0.162
N 0.4062 0.2942 -0.0742 0.003
C -0.5345 -0.8214 -0.0887 -0.067
C -0.4022 -1.6408 -1.3977 -0.014
C -1.1109 -0.9749 -2.5879 -0.388
F -0.2068 -0.8952 -3.6223 0.111
F -1.4657 0.3096 -2.3015 0.115
C -2.3230 -1.7252 -3.2229 -0.355
F -1.8607 -2.9004 -3.6649 0.160
F -2.6929 -0.9878 -4.2903 0.170
C -3.6378 -1.8812 -2.3854 -0.350
F -3.7945 -0.6725 -1.7726 0.139
F -4.6591 -2.0557 -3.2154 0.185
C -3.7989 -2.8962 -1.2026 -0.411
F -2.9064 -2.5754 -0.2473 0.110
F -5.0128 -2.6367 -0.7133 0.148
S -3.6899 -4.7754 -1.5070 0.785
F -5.2529 -4.9580 -1.3849 -0.105
F -3.5468 -4.9813 0.0667 -0.120
F -2.1025 -4.6021 -1.6225 -0.143
F -3.8420 -4.5635 -3.0664 -0.112
F -3.5123 -6.3161 -1.7314 -0.085
N 1.7479 0.1507 -0.3105 0.188
H 5.4149 -4.2101 -1.4285 0.072
H 3.7595 -3.6413 -1.2006 0.045
H 4.0959 -5.3716 -1.2655 0.067
H 5.0990 -4.7345 -3.6821 0.104
H 3.3843 -5.0981 -3.4734 0.100
H 2.8415 -3.0486 -4.3007 0.115
H 3.6957 -2.2986 -2.9312 0.070
H 5.8199 -2.3919 -4.3074 0.122
H 4.9249 -3.1915 -5.5863 0.098
H 3.4776 -1.0580 -5.7688 0.118
H 5.1900 -0.8365 -6.1610 0.104
H 4.0518 -0.2861 -3.3786 0.067
H 5.6700 0.0216 -3.9635 0.113
H 3.2904 1.3741 -5.2810 0.114
H 5.0116 1.8162 -5.3654 0.116
H 3.6433 3.3483 -3.9185 0.118
H 3.2585 1.9534 -2.8795 0.088
H 5.9041 1.7163 -2.6430 0.073
H 5.9669 3.3053 -3.3608 0.088
H 5.2467 4.4117 -1.5315 0.120
H 6.1651 3.1056 -0.8143 0.110
H 4.2587 3.3900 0.5143 0.131
H 3.1827 3.6596 -0.8415 0.117
H 4.5640 -0.1079 0.6940 -0.089
H -1.9639 1.7152 0.0964 0.136
H -1.0950 3.2448 0.0248 0.156
H -0.3888 -1.4511 0.7934 0.147
H -1.5350 -0.3975 -0.0390 0.113
H -0.7277 -2.6612 -1.2161 0.114
H 0.6530 -1.7096 -1.6773 0.122
H 2.2012 -0.7289 -0.5068 0.142
C -5.1748 -0.2008 3.3853 -0.062
C -6.0063 -1.3894 3.8197 -0.188
O -6.1225 -1.4283 5.2559 0.034
C -7.0431 -0.6309 5.7823 -0.396
O -7.7847 0.1025 5.1998 0.176
C -7.0511 -0.7912 7.3157 -0.537
F -5.8042 -0.8147 7.8040 0.157
F -7.6541 -1.9404 7.6532 0.169
F -7.7113 0.2131 7.8813 0.170
H -4.2039 -0.2209 3.8779 0.072
H -5.0262 -0.2127 2.3056 0.075
H -5.6698 0.7322 3.6536 0.085
H -5.5281 -2.3286 3.5522 0.124
H -6.9986 -1.3740 3.3712 0.128
C -3.6773 0.0062 9.7890 -0.066
C -3.3722 0.9298 10.9465 -0.184
O -2.0443 1.4873 10.8292 0.034
C -1.9192 2.5235 10.0154 -0.404
O -2.7764 3.0476 9.3662 0.168
C -0.4572 3.0198 10.0307 -0.548
F 0.4029 1.9971 9.9520 0.164
F -0.2176 3.6868 11.1661 0.172
F -0.2355 3.8361 9.0034 0.169
H -2.9151 -0.7707 9.7147 0.088
H -4.6445 -0.4658 9.9368 0.073
H -3.6955 0.5546 8.8485 0.074
H -3.3680 0.3913 11.8912 0.127
H -4.0997 1.7369 11.0195 0.128
C 8.4086 -5.0174 -10.6276 -0.057
C 7.5617 -5.2543 -9.3980 -0.190
O 6.9439 -4.0279 -8.9435 0.031
C 5.8366 -3.6685 -9.5740 -0.404
O 5.2834 -4.2404 -10.4652 0.177
C 5.2910 -2.3672 -8.9517 -0.533
F 6.2655 -1.4732 -8.7440 0.166
F 4.7220 -2.6384 -7.7616 0.141
F 4.3734 -1.8157 -9.7365 0.182
H 9.1517 -4.2432 -10.4357 0.085
H 8.9243 -5.9361 -10.9043 0.085
H 7.7965 -4.6987 -11.4705 0.080
H 8.1705 -5.5853 -8.5598 0.125
H 6.7896 -6.0015 -9.5764 0.125
C -10.5848 0.2228 9.0580 -0.062
C -11.4331 -0.9344 9.5353 -0.189
O -11.5704 -0.9252 10.9715 0.032
C -12.4976 -0.1137 11.4610 -0.401
O -13.2302 0.6040 10.8472 0.172
C -12.5432 -0.2496 12.9981 -0.548
F -11.3113 -0.2540 13.5208 0.165
F -13.1446 -1.4010 13.3287 0.167
F -13.2276 0.7559 13.5319 0.176
H -9.6179 0.2147 9.5578 0.074
H -10.4265 0.1528 7.9828 0.080
H -11.0671 1.1759 9.2735 0.083
H -10.9590 -1.8867 9.3064 0.124
H -12.4207 -0.9283 9.0757 0.126
C 4.4899 8.0949 -7.1127 -0.059
C 5.9889 8.2120 -6.9561 -0.186
O 6.4894 7.2622 -5.9855 0.033
C 6.6838 6.0305 -6.4247 -0.406
O 6.4924 5.6026 -7.5239 0.176
C 7.2661 5.1629 -5.2882 -0.538
F 6.6054 5.3704 -4.1330 0.144
F 8.5514 5.4663 -5.0828 0.178
F 7.1843 3.8732 -5.6005 0.168
H 3.9953 8.2120 -6.1480 0.083
H 4.1271 8.8692 -7.7872 0.085
H 4.2125 7.1240 -7.5223 0.079
H 6.2682 9.1853 -6.5602 0.127
H 6.5077 8.0661 -7.9021 0.127



26
Properties=species:S:1:pos:R:3:lowdin_charge:R:1 method="wB97M-V/def2-TZVPD" e_lumo_ev=4.890 multiplicity=1 e_homo_ev=1.54 total_charge=-3
Al -0.0333 0.1764 -1.0398 1.022
S 2.1837 -0.6347 2.0651 0.215
O 2.7914 0.6815 2.3718 -0.334
O 2.1964 -1.5832 3.1770 -0.379
O 0.7608 -0.3264 1.6848 -0.421
O 2.8747 -1.2033 0.8929 -0.215
S 0.2095 -3.6358 -0.0096 0.173
O 0.3675 -3.8297 1.4377 -0.299
O -0.6146 -2.4236 -0.2146 -0.459
O 1.5644 -3.4711 -0.5319 -0.239
O -0.4707 -4.8100 -0.5611 -0.402
S 3.2467 0.1654 -2.4381 0.162
O 3.4498 0.6590 -3.7801 -0.419
O 4.5082 -0.3258 -1.8224 -0.363
O 2.5143 1.1515 -1.5959 -0.491
O 2.3878 -1.0575 -2.3330 -0.392
C -2.8774 2.7560 -0.0385 -0.234
C -2.8373 1.6187 0.9907 -0.236
O -2.9972 0.3719 0.3043 -0.106
O -1.6302 2.6347 -0.7516 -0.188
H -2.6981 3.6352 0.5971 0.107
H -3.7233 2.8010 -0.7210 0.110
H -3.6627 1.6194 1.7134 0.107
H -1.9554 1.6664 1.6286 0.128
H -3.8896 0.0395 0.3982 0.075
H -1.6652 3.3244 -1.4240 0.079